[1]
This record from the OMol25 dataset describes a 7-piece molecular cluster, C24H50N3O20 overall. The level of theory is ωB97M-V with the def2-TZVPD basis set.

The total energy is -71113.7601 eV. As for the spin multiplicity: 1. Its charge is +1.

Geometry as XYZ:
```
97
C24H50N3O20 ωB97M-V with the def2-TZVPD basis set
C -4.153 -0.868 -1.841
H -3.516 -1.379 -1.116
H -1.854 1.249 -4.424
H -2.180 -1.906 5.554
C -1.744 -0.670 -3.806
C -0.288 0.164 2.326
H 0.065 0.138 -3.401
C -1.952 2.354 6.937
O -0.845 3.072 6.762
H -6.117 -5.833 8.294
O 1.660 2.930 3.097
H -1.927 3.915 -2.100
O -3.473 -3.169 6.460
O 1.051 -4.316 -8.016
C -0.294 -3.893 -4.873
O 0.558 -4.350 -5.910
C -2.316 2.129 -0.944
N -2.574 -1.681 -3.526
C -3.373 1.075 -0.736
H 4.827 -3.106 -8.981
H -0.915 0.580 1.539
H 3.389 3.294 1.992
H 6.034 1.497 -10.900
H 4.662 1.770 -12.009
O -0.630 -3.002 -7.272
C 4.894 -0.656 -9.931
H -2.175 2.595 0.029
H -0.165 -4.051 -9.686
H 3.525 -2.674 -7.848
H 7.770 4.130 7.527
H -5.184 -0.984 -1.508
H 5.713 0.342 -12.213
O 3.937 -1.234 -9.196
O 5.134 1.400 5.787
H -0.355 -1.233 -2.470
C 5.258 1.022 -11.496
O 6.494 2.832 6.662
O -4.702 -2.411 8.195
O 1.318 1.862 1.134
H -4.234 1.945 8.167
O -2.640 1.900 6.055
H -2.930 2.725 -2.949
C 0.244 -3.817 -7.104
O 4.338 0.315 -10.650
H -3.399 1.441 9.652
O -3.820 0.736 0.319
H 2.902 4.520 3.183
C 4.403 -2.308 -8.374
H -0.328 2.359 4.867
H 5.150 -1.963 -7.662
H 2.013 4.375 1.639
H -1.389 1.635 -1.243
C 5.686 2.606 5.635
C -2.893 -1.865 6.372
H 0.405 3.881 5.399
N -0.513 -0.686 -3.306
H 1.576 -4.314 -9.971
H 0.461 -0.501 1.899
H 0.058 -4.354 -3.953
O 0.339 1.216 3.061
H -0.907 -0.380 3.031
H -1.327 -4.193 -5.065
H -2.236 -2.630 -3.571
O 5.475 3.359 4.716
H -2.003 0.103 -5.635
H -4.389 -0.714 -3.961
C 0.841 -3.814 -9.350
O -3.785 0.513 -1.921
C -4.376 -3.286 7.435
H -0.230 -2.807 -4.800
H 4.783 1.004 3.777
C 2.549 3.837 2.417
O -2.171 2.220 8.240
C 7.157 4.103 6.632
H -6.697 -4.145 8.304
C -0.508 3.294 5.388
C -2.719 3.179 -1.982
H 3.434 1.762 4.655
H 1.002 -2.739 -9.373
N -2.175 0.317 -4.657
H -4.550 -2.351 -3.350
C -3.994 -1.424 -3.239
H 3.860 0.058 4.971
H -1.298 3.856 4.892
O 6.054 -0.969 -9.934
H 6.429 4.912 6.648
C -5.834 -4.794 8.433
H -3.616 3.708 -1.665
H -5.411 -4.646 9.424
C -3.343 1.465 8.568
C 4.248 1.042 4.725
H -2.376 -1.613 7.296
H 7.779 4.188 5.744
C 1.130 1.995 2.320
O -4.851 -4.528 7.423
H -3.275 0.452 8.180
H -3.653 -1.114 6.160
```

Mulliken analysis output, partial charges in e: -0.5251, 0.3622, 0.2871, 0.1641, 0.0936, -0.3130, 0.2381, 0.8224, -0.3596, 0.2165, -0.1932, 0.3838, -0.3404, -0.3288, -0.7382, -0.2920, 0.0146, 0.0488, 0.5045, 0.3199, -0.0121, 0.3076, 0.2986, 0.2151, -0.5789, 0.7636, 0.3466, 0.3230, 0.0713, 0.2180, 0.4339, 0.2982, -0.2582, -0.3334, 0.2681, -0.6280, -0.3343, -0.5494, -0.5810, 0.2866, -0.5629, 0.2542, 0.7927, -0.3196, 0.2308, -0.5511, 0.2406, -0.5822, 0.1743, 0.3438, 0.3178, 0.2007, 0.8001, -0.5328, 0.2193, -0.1923, 0.2203, 0.2862, 0.3149, -0.2189, 0.1321, 0.3282, 0.2640, -0.5526, 0.2612, 0.3516, -0.6525, -0.2705, 0.7919, 0.2574, 0.2946, -0.7426, -0.3416, -0.6200, 0.2958, -0.4037, -1.3996, 0.0853, 0.3202, -0.3109, 0.4801, -0.8716, 0.2762, 0.3039, -0.5271, 0.2976, -0.6211, 0.3894, 0.2993, -0.3578, -0.4162, 0.2808, 0.2925, 0.6956, -0.3422, 0.0445, 0.3308


[2]
This record from the OMol25 dataset describes C24H50O18S4 as an isolated structure in a non-equilibrium geometry. The level of theory is ωB97M-V with the def2-TZVPD basis set.

The total energy is -105876.9041 eV. As for the spin multiplicity: 1. Its charge is 0.

Geometry as XYZ:
```
96
C24H50O18S4 ωB97M-V with the def2-TZVPD basis set
O 3.208 2.520 0.694
O -2.307 3.005 -2.567
H 2.889 5.259 0.383
H -2.075 -1.203 5.036
C 2.966 0.726 -2.764
O 0.281 -0.477 2.859
S 0.923 -1.989 2.863
O 2.806 2.444 -1.746
H 0.738 -5.080 -1.416
C 0.634 0.912 0.859
H 1.230 1.202 3.666
O 1.413 -2.468 4.146
H 0.771 -0.070 4.826
C -0.894 1.205 4.113
H 1.446 2.329 -2.137
H 3.067 3.993 1.999
H -5.034 2.536 -4.276
O -4.414 -4.261 3.009
H -4.108 -1.754 -2.816
H -3.517 -0.398 3.217
H 3.871 1.314 -2.916
H 0.044 -1.189 0.934
C -1.297 0.024 -0.049
C 0.469 0.465 3.925
H 2.865 -0.764 2.152
C -4.321 1.774 -3.960
O -3.538 -2.308 2.386
H -2.125 0.709 0.138
H -1.211 0.977 -3.333
C 3.102 4.826 -0.595
H -4.850 0.857 -3.704
C -3.790 -0.328 -1.142
H -1.020 -2.022 3.902
C -3.668 -1.746 -1.819
H 2.905 -0.056 -3.521
C -1.107 1.695 -4.146
H 4.547 2.617 3.031
H 3.630 -2.287 -1.763
C -0.348 -0.179 1.053
H 0.776 0.766 -2.590
O 0.102 -2.820 2.007
H 3.237 2.393 4.159
H 0.103 -0.097 -1.706
H -2.143 -0.974 2.169
S 0.377 1.234 -5.149
H -3.301 -3.446 5.352
O 1.105 -1.133 -1.896
H -3.523 -0.316 -0.085
H -4.086 -2.557 -1.222
C -2.065 -1.864 4.168
H 2.803 -2.937 -3.211
H 1.997 -1.793 0.925
H -1.681 -0.837 -0.596
C 2.806 2.934 2.004
O 0.966 3.350 -0.284
H -1.947 -4.059 4.350
H 3.710 1.144 2.870
H -1.974 1.748 -4.804
O 0.632 -0.184 -5.304
H -0.818 -0.003 2.021
C 1.555 1.491 -2.826
H -4.856 -0.101 -1.122
H -0.881 1.326 -1.849
O 1.471 2.027 -4.145
H -1.170 1.532 3.111
O 0.190 2.009 -6.380
S 2.347 3.162 -0.570
H -3.549 1.574 -4.703
O -4.537 2.457 -1.309
H 1.452 -4.849 0.139
S -3.507 2.175 -2.278
O -2.947 0.647 -1.883
C 2.787 -2.877 -2.123
H 3.181 0.352 -1.762
C -0.406 0.669 -1.121
H 2.928 -4.947 -2.284
H -1.615 0.479 4.487
H -2.621 -2.035 -1.726
C 2.388 -1.721 1.940
C -2.731 -3.307 4.433
H -0.834 1.985 4.872
C 3.550 2.189 3.135
O 0.822 -3.046 -0.768
H 3.062 -2.537 2.200
H 4.100 4.397 -0.688
C -2.853 -1.223 2.958
H 1.732 2.882 2.183
O 0.636 1.320 -0.312
C 2.755 -4.236 -1.476
C 1.372 -4.398 -0.850
H 3.658 -4.282 -0.867
H 2.757 5.278 -1.525
H -0.911 2.678 -3.717
C -3.643 -3.371 3.197
O 1.544 1.211 1.630
C 1.517 -2.269 -1.700
```

Mulliken analysis output, partial charges in e: -0.3237, -0.5498, 0.3659, 0.7378, -1.6769, -0.0428, 1.3588, -0.5664, 0.3712, 0.5945, -0.5578, -0.8974, 0.6405, -1.0571, -0.1154, 0.3375, 0.4099, -0.5964, 0.2896, 0.3594, 0.3346, -1.4990, -1.0519, 0.4045, -0.5078, -0.7497, -0.3463, 0.8081, 0.7775, -1.3234, 0.2984, -0.0437, -0.5346, -0.8031, 0.4588, -1.0462, 0.5184, 0.1539, 1.5446, 0.4005, -0.5270, 0.2872, 0.9469, -0.7077, 1.1367, 0.2643, -0.2999, 0.0656, 0.4207, 0.0411, 0.4521, -0.2438, -0.0536, 0.1756, -0.6884, 0.2747, 0.2372, 0.2392, -0.6009, -0.5347, 0.6349, 0.5341, 0.1260, -0.6262, 0.2548, -0.7087, 1.2467, 0.2844, -0.6445, 0.2543, 1.1867, -0.1871, -0.3831, 0.1409, -0.9659, 0.3523, 0.0499, 0.0368, 0.2222, -0.5269, 0.4771, -1.6304, -0.2550, 0.6446, 0.3709, 0.4172, 0.3146, 1.1838, -0.6869, -0.5397, 0.2659, 0.4347, 0.5695, 0.3959, -1.0649, 0.0609


[3]
This record from the OMol25 dataset describes a 3-piece molecular cluster, C24H51ClIN2O4P2 overall in a non-equilibrium geometry. The level of theory is ωB97M-V with the def2-TZVPD basis set.

The expectation value of S² is 2.01. The total energy is -76077.4352 eV. As for the spin multiplicity: 3. Its charge is +1.

Geometry as XYZ:
```
85
C24H51ClIN2O4P2 ωB97M-V with the def2-TZVPD basis set
C 4.448 -3.608 -4.528
H -0.472 0.192 4.149
H -4.904 -0.528 0.854
H 2.593 3.065 3.147
H -2.763 2.722 3.273
H 3.381 0.090 -0.423
H -1.972 1.041 4.479
H -0.698 3.181 5.064
H -3.372 -2.355 -1.759
C -7.054 0.333 -0.313
H 1.868 -3.083 -0.280
H 3.676 -4.372 -4.584
I -3.003 -4.863 0.416
H 1.416 4.491 4.704
H 1.685 1.917 -0.206
H 1.011 -1.943 -2.228
H 4.159 0.153 -1.979
H -7.064 1.412 -0.381
H 4.798 -0.310 -3.891
P -3.329 -1.459 -0.691
C -2.418 -3.095 1.502
H 1.382 -0.336 -1.622
C -2.076 -1.965 0.543
H 2.007 -2.624 -4.603
H 4.861 -0.839 -0.700
H 2.197 -1.520 0.465
H -7.042 0.104 0.742
H -5.230 0.627 -1.373
C 2.722 -1.809 -4.449
H -3.970 -3.552 2.958
H 5.692 -1.491 -4.805
H -2.100 2.761 1.649
O -2.763 1.451 -0.287
C 3.020 -1.696 -1.513
C -5.806 -0.225 -1.035
H -1.486 -3.384 1.958
O -1.050 0.157 -1.683
H -1.728 0.271 2.906
H -2.632 0.944 0.535
C 2.618 -2.300 -0.171
H -2.767 -2.418 3.473
H 5.846 -1.467 -3.062
N 0.282 1.870 2.059
H 0.928 4.725 0.275
C -5.012 -1.090 -0.063
C -0.662 2.143 3.186
C 3.982 -2.368 -3.776
C 5.137 -1.345 -3.880
H 2.320 4.608 2.362
H 0.182 4.897 3.543
C 1.815 3.716 2.737
H -0.688 0.186 -0.775
H 2.705 3.315 0.142
H 4.706 -3.330 -5.549
H -1.733 4.044 2.805
H -0.309 3.502 0.005
N 3.713 -2.715 -2.346
H 2.649 0.207 -3.651
H 2.903 1.845 1.074
H -0.405 4.599 1.385
H 1.095 -0.431 -4.118
C -1.234 0.830 3.707
P -2.632 0.482 -1.601
C 1.782 -1.163 -2.212
H 3.481 -2.724 0.343
H 0.722 2.182 4.835
H -1.231 -2.304 -0.049
C 0.850 4.092 3.862
C 2.041 -0.701 -3.644
H -7.970 -0.015 -0.764
C -3.371 -2.720 2.624
H -4.007 -1.879 2.387
H -1.719 -1.105 1.105
H 5.330 -4.044 -4.058
H 2.989 -1.439 -5.440
O 3.088 -3.842 -2.269
H -6.154 -0.812 -1.873
Cl -5.936 -2.569 0.238
C -1.873 2.971 2.696
O 1.019 0.843 2.329
C 1.124 3.006 1.574
C 0.047 2.876 4.326
C 2.165 2.485 0.595
C 0.275 4.011 0.775
C 3.924 -0.511 -1.151
```

Mulliken analysis output, partial charges in e: -1.8858, 0.4074, 0.5661, 0.3391, 0.4423, 0.1768, 0.5171, 0.3663, 0.2502, -1.2296, 0.3826, 0.3685, 0.1895, 0.4351, 0.4402, 0.4173, 0.2837, 0.3621, 0.2924, 0.1467, -0.5584, -0.7619, 0.5930, 0.3998, 0.4604, 0.2630, 0.3498, 0.1824, -1.3638, 0.3674, 0.4994, 0.3467, -0.2599, 1.7586, -0.3325, 0.6560, 0.1098, 0.2619, 0.2734, -1.7191, 0.3265, 0.3292, 1.2733, 0.5015, -0.3269, 1.6887, 1.8041, -1.7933, 0.4134, 0.2927, -1.2603, 0.2552, 0.4693, 0.4575, 0.3600, 0.2353, 0.5334, 0.3470, 0.4029, 0.3254, 0.3691, -1.8602, -0.4250, 0.0216, 0.4788, 0.4273, 0.2065, -0.5620, -0.6031, 0.3043, -1.0586, 0.2142, -0.6742, 0.4451, 0.3811, -0.6094, 0.4367, -0.0302, -1.7658, -0.6696, 1.5549, -1.4491, -2.2181, -1.6661, -1.6768